Entry 1:
86
Properties=species:S:1:pos:R:3:lowdin_charge:R:1 method="wB97M-V/def2-TZVPD" total_energy_ev=-65160.59854 total_charge=0 e_above_lowest_kj_mol=0.0 gap_ev="3.4 / 3.8" multiplicity=1 e_lumo_ev="-0.904 / -0.689" max_force_ev_per_a=3.822 e_homo_ev="-4.33 / -4.47"
Ba 0.8153 -2.8574 1.7279 1.811
C 3.2137 -2.5813 2.7660 -0.335
C 3.1736 -1.5304 1.9060 -0.269
C 4.0215 -1.3967 0.6759 -0.184
C 3.9115 -2.6147 -0.2888 -0.191
C 2.5795 -3.3049 -0.2322 -0.365
C 2.3943 -4.4981 0.4053 -0.395
C 3.1069 -4.9641 1.6536 -0.244
C 3.8893 -3.9028 2.5232 -0.194
C -2.4199 0.8553 -1.4671 -0.209
H 2.8597 -2.4391 3.8024 0.108
H 2.6295 -0.6145 2.1800 0.103
H 5.0929 -1.2437 0.9168 0.124
H 3.7303 -0.4742 0.1496 0.086
H 4.0709 -2.2453 -1.3191 0.114
H 4.7318 -3.3259 -0.0858 0.112
H 1.8229 -2.8375 -0.8790 0.057
H 1.7564 -5.2811 -0.0419 0.092
H 3.8223 -5.7596 1.3741 0.114
H 2.3824 -5.4882 2.3143 0.097
H 4.0013 -4.3650 3.5225 0.112
H 4.9205 -3.8060 2.1412 0.119
H -3.0913 0.5294 -0.6688 0.042
H -2.9806 1.3321 -2.2797 0.074
H -1.7484 1.5960 -0.9804 -0.056
P 0.0600 1.9569 0.1664 1.031
P -1.4268 -0.4738 -2.1058 0.959
C 0.8242 0.5894 -0.7101 -0.335
C 0.2870 -0.2276 -1.6701 -0.270
C 1.1798 3.4157 0.0692 -0.345
C 2.5438 3.2611 -0.2448 -0.096
C 3.3885 4.3769 -0.2907 -0.095
C 2.8842 5.6600 -0.0614 -0.095
C 1.5233 5.8281 0.2267 -0.083
C 0.6739 4.7221 0.2928 -0.091
C 0.0357 1.4273 1.9150 -0.339
C -0.4357 0.1442 2.2911 -0.188
C -0.2858 -0.2748 3.6128 -0.175
C 0.1509 0.6258 4.5923 -0.105
C 0.4392 1.9439 4.2535 -0.073
C 0.4308 2.3373 2.9128 -0.067
C -1.5870 -0.6344 -3.9058 -0.292
C -1.2674 0.4755 -4.7149 -0.080
C -1.3227 0.3743 -6.1061 -0.079
C -1.6993 -0.8308 -6.7097 -0.078
C -2.0327 -1.9344 -5.9142 -0.078
C -1.9867 -1.8378 -4.5200 -0.069
C -1.9358 -2.0231 -1.3010 -0.346
C -3.1855 -2.0950 -0.6662 -0.105
C -3.5108 -3.2075 0.1066 -0.098
C -2.6162 -4.2685 0.2296 -0.142
C -1.4003 -4.2434 -0.4619 -0.190
C -1.0706 -3.1351 -1.2472 -0.178
H 1.9099 0.4915 -0.5294 0.031
H 0.9600 -0.8029 -2.3196 0.079
H 2.9529 2.2668 -0.4402 0.080
H 4.4477 4.2357 -0.5157 0.099
H 3.5427 6.5285 -0.1144 0.100
H 1.1185 6.8258 0.4063 0.105
H -0.3849 4.8659 0.5229 0.091
H -0.9982 -0.4753 1.5675 0.087
H -0.5580 -1.3011 3.9150 0.074
H 0.2264 0.3070 5.6384 0.103
H 0.6871 2.6760 5.0327 0.112
H 0.7288 3.3477 2.6330 0.102
H -0.9533 1.4092 -4.2425 0.115
H -1.0679 1.2424 -6.7178 0.108
H -1.7443 -0.9033 -7.7981 0.106
H -2.3287 -2.8740 -6.3859 0.106
H -2.2412 -2.7065 -3.9079 0.104
H -3.9230 -1.2964 -0.8172 0.104
H -4.4796 -3.2223 0.6075 0.107
H -2.8852 -5.1339 0.8386 0.093
H -0.7204 -5.1050 -0.4334 0.095
H -0.1301 -3.1406 -1.8201 0.097
F -5.3431 5.7338 1.7170 -0.011
C -4.4896 4.6699 1.5150 -0.302
C -4.5572 3.5831 2.3821 -0.044
C -3.6331 2.5059 2.1900 -0.162
C -2.7437 2.6236 1.1676 -0.215
C -2.6804 3.6603 0.2897 -0.232
C -3.5819 4.7504 0.4643 -0.040
H -5.2889 3.5587 3.1860 0.092
H -3.6674 1.6430 2.8538 0.061
H -1.9728 3.6921 -0.5388 0.042
H -3.5457 5.6092 -0.2014 0.094

=====

Entry 2:
96
Properties=species:S:1:pos:R:3:lowdin_spin:R:1 method="wB97M-V/def2-TZVPD" total_energy_ev=-114433.63511 total_charge=-1 e_above_lowest_kj_mol=8.4 gap_ev="3.6 / 6.8" multiplicity=2 e_lumo_ev="2.097 / 2.097" max_force_ev_per_a=1.843 e_homo_ev="-1.47 / -4.65"
Lu 0.0873 -1.2428 -0.0138 0.000
C 1.6271 0.4785 5.4655 -0.002
N 0.8302 -0.0171 4.3479 0.000
C 1.0821 -0.0252 3.0267 0.002
N 0.2220 -0.7734 2.4085 0.001
C -0.6520 -1.1584 3.4114 0.000
N -0.2849 -0.7420 4.6055 0.000
C 2.6011 1.5601 5.0452 0.010
C 3.9033 1.6236 5.5185 0.100
C 4.7266 2.6680 5.1019 0.017
C 4.2936 3.5704 4.1282 0.059
C 2.9904 3.4749 3.6128 0.071
C 2.0893 2.5183 4.1763 0.092
C 2.5496 4.3643 2.6119 0.111
N 3.1720 5.3530 2.0333 0.016
N 2.3644 5.8321 1.0413 -0.018
C 1.2661 5.0957 1.0812 0.116
O 1.3097 4.1159 2.0157 0.102
C 0.1609 5.1826 0.1965 0.057
C 0.1523 6.1797 -0.8122 0.049
C -0.9297 6.3331 -1.6546 0.012
C -2.0574 5.5160 -1.5459 0.084
C -2.0324 4.5298 -0.5680 0.005
C -3.1817 3.6099 -0.3838 -0.003
N -2.8505 2.1858 -0.6441 -0.001
C -1.7082 1.5612 -0.9578 0.002
N -1.8576 0.2634 -0.8962 0.000
C -3.2068 0.1019 -0.6020 0.000
N -3.8095 1.2347 -0.4296 0.000
C -0.9642 4.3867 0.3542 0.079
H 2.2146 -0.3561 5.8709 0.001
H 0.9562 0.8567 6.2496 -0.001
H 1.8824 0.5503 2.6081 0.001
H -1.4938 -1.7974 3.2172 0.000
H 4.2283 0.8622 6.2111 0.009
H 5.7540 2.7410 5.4118 -0.001
H 5.0000 4.2890 3.7526 0.004
H 1.0587 2.4978 3.8109 0.007
H 1.0158 6.7727 -0.9654 0.003
H -0.8621 7.1159 -2.4359 -0.001
H -2.9044 5.6978 -2.2098 0.007
H -3.9808 3.8427 -1.0721 0.000
H -3.5274 3.6496 0.6538 0.000
H -0.7633 2.0600 -1.1105 0.001
H -3.7663 -0.8264 -0.5413 0.000
H -1.0265 3.6006 1.1093 0.006
O -1.8747 -2.1694 0.8107 0.000
N -2.1250 -3.3647 1.3321 0.000
C -3.3290 -3.5570 1.9182 0.000
C -3.6526 -4.7735 2.4695 0.000
C -2.7338 -5.8481 2.4350 0.000
C -1.5195 -5.6005 1.8265 0.000
C -1.1682 -4.3425 1.2346 0.000
S 0.2957 -4.0582 0.4407 0.000
H -3.9066 -2.6673 1.9500 0.000
H -4.6154 -4.8151 2.9719 0.000
H -3.0031 -6.7911 2.8705 0.000
H -0.7325 -6.3332 1.7916 0.000
C 2.2834 -1.9814 -0.8764 0.000
C 3.0010 -1.5541 -2.1454 0.000
C 3.3622 -0.2401 -2.4294 0.000
C 4.0526 0.1200 -3.5478 0.000
C 4.4034 -0.7793 -4.5413 0.000
C 4.0394 -2.1009 -4.3141 0.000
C 3.3898 -2.4969 -3.1340 0.000
H 2.8151 -1.5335 -0.0292 0.000
H 2.4072 -3.0485 -0.7447 0.000
H 3.1867 0.5478 -1.6862 0.000
H 4.3508 1.1652 -3.6666 0.000
H 4.7694 -0.4706 -5.5069 0.000
H 4.2905 -2.8550 -5.0433 0.000
H 3.2817 -3.5520 -2.9227 0.000
C 1.1740 0.8511 0.0090 0.001
H 0.8066 1.6030 0.6955 0.000
H 1.1538 1.2687 -1.0245 0.000
H 2.2312 0.6454 0.2363 0.000
C -0.1667 -0.9430 -4.1626 0.000
P -0.5040 -2.0753 -2.7546 0.000
C 0.2726 -3.5888 -3.3704 0.000
C -2.2880 -2.4291 -2.7883 0.000
C -3.1777 -1.7417 -3.6237 0.000
C -4.5178 -2.0523 -3.5727 0.000
C -5.0474 -2.9654 -2.6686 0.000
C -4.1693 -3.5957 -1.7996 0.000
C -2.8014 -3.3686 -1.8794 0.000
H -0.7189 -0.0288 -3.9532 0.000
H -0.4431 -1.3585 -5.1421 0.000
H 0.8944 -0.6960 -4.0954 0.000
H -0.2451 -3.9589 -4.2768 0.000
H 0.1395 -4.3661 -2.6147 0.000
H 1.3476 -3.4257 -3.4524 0.000
H -2.8298 -1.0418 -4.3609 0.000
H -5.2647 -1.5525 -4.1934 0.000
H -6.1181 -3.1791 -2.5759 0.000
H -4.5484 -4.3128 -1.0692 0.000
H -2.1267 -3.9251 -1.2608 0.000

=====

Entry 3:
95
Properties=species:S:1:pos:R:3:lowdin_charge:R:1 method="wB97M-V/def2-TZVPD" total_energy_ev=-94908.03522 total_charge=-1 e_above_lowest_kj_mol=2.4 gap_ev=6.7 multiplicity=1 e_lumo_ev=2.386 max_force_ev_per_a=1.577 e_homo_ev=-4.29
Tl -0.1207 -0.9011 0.6211 0.882
C -3.2224 -1.1118 -2.0440 -0.206
C -4.1484 -1.5299 -0.9005 -0.165
C -3.4921 -1.4552 0.4854 -0.229
N -2.2054 -2.1001 0.4352 -0.050
C -2.0822 -3.3989 0.5820 -0.261
C -3.0365 -4.2039 1.2375 -0.033
C -3.1841 -5.5701 1.3202 -0.110
C -2.5831 -6.5583 0.5561 -0.147
C -1.6050 -6.3428 -0.4051 -0.118
C -0.8332 -5.2218 -0.5954 -0.047
C -0.8075 -3.9770 0.0939 -0.230
N 0.2601 -3.2358 0.1916 0.000
C 1.5610 -3.7736 -0.1176 -0.228
C 2.1715 -3.1538 -1.3774 -0.155
C 2.6469 -1.7221 -1.1088 -0.234
N 1.5296 -0.8216 -1.1189 -0.022
C 1.2862 -0.0389 -2.1386 -0.259
C 1.9621 -0.1352 -3.3798 -0.039
C 2.1223 0.7657 -4.4117 -0.117
C 1.7259 2.0901 -4.4762 -0.144
C 0.8785 2.7248 -3.5759 -0.100
C 0.1367 2.1758 -2.5588 -0.033
C 0.1424 0.8897 -1.9665 -0.239
N -0.8063 0.4532 -1.1757 -0.004
C -2.1107 1.0529 -1.1612 -0.234
C -3.0211 0.3948 -2.2106 -0.160
H -3.6448 -1.5083 -2.9728 0.104
H -2.2492 -1.5810 -1.8943 0.096
H -4.4456 -2.5695 -1.0628 0.107
H -5.0523 -0.9177 -0.9031 0.110
H -4.1801 -1.9036 1.2182 0.110
H -3.3558 -0.4173 0.7763 0.076
H -3.7333 -3.6396 1.8471 0.099
H -3.9379 -5.9111 2.0224 0.098
H -2.9448 -7.5720 0.6815 0.081
H -1.3696 -7.1900 -1.0440 0.097
H -0.1052 -5.2908 -1.3962 0.098
H 1.5288 -4.8689 -0.2161 0.109
H 2.2230 -3.5410 0.7217 0.090
H 1.4243 -3.1294 -2.1740 0.117
H 3.0168 -3.7619 -1.7066 0.109
H 3.4164 -1.4319 -1.8394 0.108
H 3.1107 -1.6803 -0.1173 0.101
H 2.4383 -1.0917 -3.5541 0.092
H 2.7066 0.4061 -5.2552 0.097
H 2.0916 2.6764 -5.3103 0.082
H 0.7147 3.7846 -3.7486 0.103
H -0.5183 2.8718 -2.0498 0.095
H -2.0830 2.1262 -1.3775 0.100
H -2.5150 0.9385 -0.1624 0.063
H -2.5643 0.5647 -3.1903 0.109
H -3.9875 0.9057 -2.1950 0.111
S -0.9601 -1.2883 3.2210 0.628
C -2.0542 -0.0109 3.1170 -1.121
N -2.0710 0.8875 2.1940 -0.015
C -3.0868 1.7862 2.3408 -0.315
C -3.3595 2.8762 1.5172 -0.017
C -4.4814 3.6411 1.7620 -0.098
C -5.3385 3.3564 2.8193 -0.117
C -5.0705 2.3000 3.6705 -0.116
C -3.9487 1.5292 3.4326 -0.481
S -3.3789 0.1370 4.3151 0.983
H -2.6798 3.1156 0.7186 0.090
H -4.6976 4.4819 1.1195 0.095
H -6.2113 3.9724 2.9871 0.091
H -5.7217 2.0686 4.4997 0.097
C 5.6927 4.5073 -1.8708 -0.058
C 4.5594 4.0333 -1.0089 -0.278
C 4.1127 4.7784 0.0757 -0.043
C 3.0439 4.3380 0.8412 -0.053
C 2.4378 3.1369 0.5365 -0.259
C 2.8887 2.3745 -0.5217 -0.043
C 3.9349 2.8248 -1.3025 -0.021
S 0.9445 2.5997 1.3975 0.609
O 0.9423 3.2115 2.7059 -0.302
O -0.1385 2.9645 0.5276 -0.290
N 1.0642 0.9862 1.4495 -0.147
C 2.0119 0.3544 2.1436 -0.437
C 3.0210 0.9725 2.9119 -0.004
C 3.9330 0.1886 3.5723 -0.071
C 3.8409 -1.2005 3.4966 -0.084
C 2.8225 -1.7282 2.7312 -0.157
N 1.9606 -0.9884 2.0552 0.022
H 6.1208 5.4306 -1.4885 0.068
H 5.3397 4.6859 -2.8856 0.079
H 6.4780 3.7533 -1.9233 0.078
H 4.6014 5.7128 0.3212 0.105
H 2.6719 4.9154 1.6728 0.112
H 2.4036 1.4378 -0.7245 0.085
H 4.2625 2.2421 -2.1531 0.115
H 3.0267 2.0449 2.9895 0.093
H 4.7153 0.6471 4.1601 0.102
H 4.5382 -1.8401 4.0154 0.090
H 2.6802 -2.7996 2.6633 0.105

=====

Entry 4:
95
Properties=species:S:1:pos:R:3:lowdin_charge:R:1 method="wB97M-V/def2-TZVPD" total_energy_ev=-69227.72887 total_charge=0 e_above_lowest_kj_mol=175.8 gap_ev=8.1 multiplicity=1 e_lumo_ev=0.275 max_force_ev_per_a=17.559 e_homo_ev=-7.81
N -5.9863 -35.0354 1.3246 0.034
C -4.7017 -34.8629 0.7788 -0.150
C -3.8802 -35.9313 0.6172 -0.109
C -4.2373 -37.2677 1.0306 -0.082
C -5.5329 -37.4482 1.5158 -0.081
C -6.3897 -36.2846 1.6757 -0.131
H -4.6083 -33.7885 0.4210 0.121
H -3.0462 -35.7413 -0.0712 0.098
H -3.7356 -38.2208 0.7132 0.115
H -5.7418 -38.4840 1.8663 0.102
H -7.4081 -36.2345 2.0557 0.090
C -11.8142 -32.9800 2.8826 0.010
C -13.2802 -33.1595 2.5961 0.039
C -14.0300 -34.3302 3.1221 -0.307
C -13.3684 -35.1061 4.0423 0.001
C -11.9508 -34.9245 4.4050 -0.018
C -11.2440 -33.9294 3.8242 -0.400
O -9.9800 -33.8381 4.2689 0.048
O -15.3248 -34.6279 2.8178 0.097
H -11.2917 -32.1270 2.4136 0.117
H -13.7193 -32.3611 1.8617 0.132
H -13.6872 -35.9290 4.5876 0.087
H -11.5494 -35.4383 5.2211 0.097
H -10.0897 -34.3499 5.1084 0.118
H -15.7089 -34.3645 2.0842 0.024
C -12.0135 -35.2749 -2.0429 -0.048
C -11.4980 -34.6521 -0.8091 0.071
C -10.4843 -35.4402 -0.1204 -0.333
C -9.8370 -36.4913 -0.6583 0.006
C -10.3977 -37.0339 -1.8319 0.062
C -11.4926 -36.3617 -2.5066 -0.325
O -11.7508 -36.8196 -3.7680 0.033
O -10.0698 -34.8987 1.0395 0.021
H -12.7241 -34.6360 -2.5313 0.104
H -12.0401 -33.7439 -0.8192 0.086
H -9.1808 -37.0571 -0.2107 0.063
H -9.8838 -37.8144 -2.2083 0.073
H -12.3816 -36.1822 -4.1466 0.104
H -10.8568 -34.5941 1.5442 0.068
C -17.1874 -36.1428 -4.9868 0.030
C -18.3635 -36.3802 -4.0696 0.048
C -18.0419 -36.2776 -2.7154 -0.428
C -16.8313 -36.3943 -2.1954 -0.015
C -15.6825 -36.1992 -3.0634 0.030
C -15.9026 -36.1116 -4.4276 -0.337
O -14.8123 -35.8850 -5.2124 0.036
O -19.1233 -36.3966 -1.8958 -0.044
H -17.5719 -35.9987 -6.0304 0.117
H -19.3751 -36.5280 -4.2123 0.086
H -16.9238 -36.7998 -1.1023 0.152
H -14.8362 -36.0692 -2.5808 0.042
H -15.0653 -35.6787 -6.1050 0.092
H -19.1692 -36.0983 -0.8463 0.209
C -15.0353 -40.0049 2.7243 0.021
C -14.1749 -38.7784 2.5417 0.006
C -14.2309 -38.1182 1.3114 -0.336
C -14.8358 -38.6958 0.2197 -0.018
C -15.6746 -39.8160 0.3983 -0.025
C -15.7699 -40.4559 1.5984 -0.263
O -16.6400 -41.6269 1.8434 0.020
O -13.4376 -36.9970 1.0497 -0.013
H -14.9779 -40.4071 3.7240 0.097
H -13.2864 -38.5744 3.2287 0.127
H -14.7724 -38.2482 -0.7640 0.108
H -16.1442 -40.2496 -0.5138 0.135
H -16.0944 -42.2641 2.1352 0.010
H -12.6870 -36.8758 1.7412 0.137
C -10.8219 -32.3537 -3.8401 0.061
C -10.8977 -33.0971 -5.2259 0.089
C -12.1459 -33.2973 -5.8856 -0.346
C -13.2093 -32.7436 -5.3467 -0.081
C -13.2034 -32.0741 -4.1284 -0.011
C -12.0116 -31.7879 -3.3359 -0.342
O -12.0525 -31.0825 -2.1870 0.032
O -12.0302 -33.8419 -7.1530 0.126
H -9.8927 -32.2376 -3.4878 0.051
H -10.1076 -33.3088 -5.7884 0.053
H -14.1624 -32.8833 -6.0504 0.166
H -14.1249 -31.5768 -3.7558 0.120
H -11.2040 -30.7141 -1.8633 0.132
H -12.7521 -33.8915 -7.5498 -0.038
C -8.6004 -40.0961 -7.8509 -0.009
C -10.0014 -39.7538 -7.3127 0.030
C -10.0343 -38.9376 -6.1322 -0.250
C -8.8849 -38.3472 -5.6513 -0.031
C -7.6055 -38.6080 -6.1732 0.045
C -7.4611 -39.5137 -7.3495 -0.340
O -6.2433 -39.4906 -7.9142 0.019
O -11.2745 -38.7250 -5.4504 0.097
H -8.7335 -40.7557 -8.6747 0.081
H -10.9528 -40.3657 -7.3980 0.121
H -8.9071 -37.6450 -4.9680 0.057
H -6.8386 -38.1360 -5.6296 0.091
H -6.1501 -39.5327 -8.8981 0.137
H -11.2602 -38.3971 -4.7209 -0.118